Record 1
Below is C27H58O4P2RuSi as an isolated structure at a distorted geometry, with properties calculated with ωB97M-V with the def2-TZVPD basis set.

Output
LUMO energy (spin up / spin down) = -5.07 / -9.35 eV
Spin multiplicity = 5
Orbital gap (spin up / spin down) = 0.27875 / 0.11460 Eh
⟨S²⟩ = 6.03
E_HOMO (spin up / spin down) = -12.658 / -12.471 eV
Energy = -66147.3223 eV
Total charge = +2

Geometry (Å):
P (0.706074, -3.370373, -0.347379)
P (0.861686, 3.323950, -0.859693)
C (0.425429, 0.693021, -2.374197)
C (0.776648, 2.176720, -2.457702)
H (1.302258, 0.154697, -1.977775)
H (-0.420475, 0.488379, -1.698692)
H (1.837667, 2.206579, -2.746982)
H (0.170017, 2.683691, -3.226393)
C (-0.864845, 3.952692, -0.832223)
H (-0.814175, 4.974913, -0.416473)
H (-1.475173, 3.322356, -0.161517)
H (-1.296966, 3.978871, -1.842085)
C (1.586533, 4.700167, -1.807421)
H (0.922377, 4.998090, -2.631063)
H (2.546303, 4.367073, -2.216916)
H (1.768840, 5.561681, -1.162499)
C (-0.632911, -4.587746, -0.665309)
H (-0.900156, -5.203937, 0.204738)
H (-0.361148, -5.201726, -1.529789)
H (-1.499458, -3.953947, -0.921031)
C (2.247836, -4.034152, -1.110079)
H (3.083935, -3.828861, -0.426074)
H (2.425560, -3.475244, -2.047103)
H (2.168413, -5.112414, -1.325960)
Ru (-0.004513, -0.314232, -4.201699)
C (0.576581, 0.859202, -5.604015)
C (-0.881565, 0.881518, -5.469505)
C (-1.821567, 0.061403, -6.294606)
C (-1.611096, -1.485303, -6.185352)
C (-0.678180, -1.941460, -5.093635)
C (0.762392, -1.874273, -5.138475)
C (1.534887, -1.405367, -6.340112)
C (1.287405, 0.082320, -6.689253)
C (1.003791, -3.614034, 1.417354)
H (1.084054, 1.771896, -5.272837)
H (-1.296983, 1.856024, -5.193573)
H (-1.823784, 0.375638, -7.347913)
H (-2.827367, 0.281850, -5.905222)
H (-2.599394, -1.921410, -5.959262)
H (-1.333971, -1.904723, -7.162340)
H (-1.055205, -2.731245, -4.422499)
H (1.234484, -2.658471, -4.535968)
H (1.373073, -2.055306, -7.211601)
H (2.597742, -1.533999, -6.081264)
H (2.277519, 0.551262, -6.786615)
H (0.773951, 0.211418, -7.651342)
H (1.809237, -4.326760, 1.634505)
H (0.043081, -3.974185, 1.806868)
H (1.206307, -2.631124, 1.872801)
C (1.228572, 3.568310, 2.599034)
C (1.643272, 2.341442, 3.405767)
C (2.683047, 1.581808, 2.575920)
C (2.240321, 2.806860, 4.737015)
O (0.500954, 1.528492, 3.716808)
Si (-0.316440, 0.568445, 2.585009)
O (-0.174180, 0.945866, 1.068710)
O (0.177682, -1.012156, 3.021767)
C (0.373487, -1.594702, 4.340775)
C (0.787856, -3.053625, 4.239006)
C (1.519010, -0.929816, 5.084622)
C (-0.915019, -1.579796, 5.146516)
O (-1.847936, 0.753840, 3.256408)
C (-3.139798, 0.512068, 2.695334)
C (-3.267276, 1.002629, 1.256553)
C (-3.476125, -0.975270, 2.735256)
C (-4.149935, 1.265301, 3.561639)
H (2.104733, 4.219591, 2.453339)
H (0.452003, 4.130937, 3.132581)
H (0.838770, 3.263718, 1.613686)
H (3.549082, 2.237646, 2.388221)
H (3.032044, 0.690901, 3.114555)
H (2.243316, 1.274256, 1.614508)
H (1.481520, 3.361139, 5.306191)
H (2.587940, 1.953674, 5.335049)
H (3.089043, 3.474290, 4.541456)
H (1.704865, -3.184352, 3.656459)
H (0.978696, -3.444929, 5.246706)
H (-0.003544, -3.670825, 3.800991)
H (1.303439, 0.107553, 5.349976)
H (1.713816, -1.485302, 6.013772)
H (2.433489, -0.968035, 4.479378)
H (-1.286639, -0.566977, 5.326285)
H (-1.686124, -2.160694, 4.628679)
H (-0.738829, -2.062412, 6.118839)
H (-2.497207, 0.578689, 0.606399)
H (-4.254373, 0.724258, 0.860573)
H (-3.182524, 2.093606, 1.208223)
H (-3.458678, -1.345001, 3.766284)
H (-4.485971, -1.129900, 2.332074)
H (-2.767972, -1.558752, 2.133853)
H (-4.071982, 0.954466, 4.609120)
H (-3.970143, 2.344836, 3.511124)
H (-5.171392, 1.062828, 3.220746)

Cartesian forces (eV/Å) of the 3 atoms listed first:
1.004 -3.058 0.805
-1.876 0.372 -3.571
-0.263 0.888 0.296

Record 2
Below is C3H3MgO2Tl as an isolated structure at a distorted geometry, with properties calculated with ωB97M-V with the def2-TZVPD basis set.

Output
LUMO energy (spin up / spin down) = -0.91 / -0.91 eV
Spin multiplicity = 1
Orbital gap (spin up / spin down) = 0.17080 / 0.17082 Eh
E_HOMO (spin up / spin down) = -5.559 / -5.559 eV
Energy = -17390.6010 eV

Geometry (Å):
C (2.578466, 1.724394, 0.912737)
C (2.704044, 0.789638, 1.871894)
H (3.697712, 0.509769, 2.222956)
H (3.496569, 2.142923, 0.471031)
H (1.830031, 0.319556, 2.328874)
O (-2.547351, -1.069505, -0.270272)
C (-2.018079, -0.188517, -0.735465)
O (1.427831, 2.272570, 0.476308)
Tl (0.094937, 1.712318, -1.310277)
Mg (1.023552, 4.237543, 1.002965)

Cartesian forces (eV/Å) of the 3 atoms listed first:
0.601 -0.429 0.625
-0.169 0.283 -0.408
-0.320 -0.039 -0.229